{"formula": "C4H15N3O", "method": "the ωB97M-V functional and the def2-TZVPD basis", "e_homo_ev": -16.5, "mol_weight_g_mol": 121.2, "de_lowest_kcal_mol": 76.54, "total_charge": 2, "symbols": ["C", "C", "C", "C", "N", "N", "N", "H", "H", "H", "H", "H", "H", "H", "H", "H", "H", "H", "H", "H", "H", "H", "O"], "positions_angstrom": [[-0.361, 2.292, 0.261], [0.806, 1.262, 0.407], [0.343, -0.065, 0.021], [-0.035, -0.296, -1.238], [-0.413, -1.527, -1.957], [0.170, -1.055, 0.993], [-0.497, 2.873, 1.753], [-0.121, 2.883, -0.705], [-1.368, 1.914, 0.071], [1.180, 1.137, 1.573], [1.624, 1.769, -0.069], [0.055, 0.526, -1.932], [-1.105, -1.287, -2.617], [0.370, -2.005, -2.370], [-0.756, -2.204, -1.263], [0.565, -1.922, 0.635], [0.442, -0.745, 1.919], [-0.921, 2.233, 2.556], [-1.222, 3.613, 1.608], [0.382, 3.469, 2.031], [0.969, -4.548, -0.703], [-0.418, -4.346, -0.290], [0.313, -3.971, -0.682]], "mulliken_charge": [-0.62, -0.89, 0.76, -0.82, -0.14, -0.52, -0.47, 0.42, 0.42, 0.37, 0.39, 0.39, 0.37, 0.34, 0.34, 0.21, 0.25, 0.41, 0.40, 0.40, 0.26, 0.29, -0.55]}

{"formula": "C9H21O3P", "method": "the ωB97M-V functional and the def2-TZVPD basis", "e_homo_ev": [-7.6, -8.7], "mol_weight_g_mol": 208.2, "de_lowest_kcal_mol": 104.98, "total_charge": 0, "symbols": ["C", "C", "C", "C", "C", "C", "C", "C", "C", "O", "O", "O", "P", "H", "H", "H", "H", "H", "H", "H", "H", "H", "H", "H", "H", "H", "H", "H", "H", "H", "H", "H", "H", "H"], "positions_angstrom": [[-3.155, -2.182, 0.696], [-3.575, 2.483, -0.275], [3.343, 0.832, 0.271], [2.588, -1.551, 0.690], [2.292, -0.428, -1.607], [-1.609, -1.918, 0.980], [-2.060, 2.052, -0.032], [-1.038, -0.039, -0.486], [2.346, -0.202, -0.103], [0.546, 0.534, 1.817], [-1.087, -1.433, -0.270], [-1.978, 0.678, 0.271], [0.675, 0.514, 0.379], [-3.533, -1.286, 0.275], [-3.190, -2.875, -0.172], [-3.692, -2.462, 1.566], [-4.104, 1.592, 0.053], [-3.713, 3.394, 0.246], [-3.813, 2.700, -1.280], [4.245, 0.743, -0.169], [3.031, 1.878, 0.183], [3.602, 0.577, 1.374], [1.798, -2.345, 0.503], [2.589, -1.371, 1.761], [3.600, -1.809, 0.315], [2.221, 0.567, -2.171], [3.202, -0.939, -2.003], [1.269, -0.876, -1.795], [-1.050, -2.918, 1.175], [-1.394, -1.209, 1.876], [-1.622, 2.657, 0.826], [-1.580, 2.218, -0.942], [-0.982, 0.169, -1.606], [0.840, 2.911, -0.731]], "mulliken_charge": [-1.04, -1.18, -1.76, -1.62, -1.41, -0.19, -0.45, -0.05, 1.66, -0.70, -0.38, -0.20, 0.27, 0.19, 0.31, 0.39, 0.25, 0.35, 0.33, 0.55, 0.37, 0.33, 0.26, 0.42, 0.49, 0.35, 0.42, 0.25, 0.30, 0.33, 0.29, 0.42, 0.48, -0.03]}

Q: Which formula does entry 2 have?
A: C9H21O3P